Record 1
86
Properties=species:S:1:pos:R:3 method="wB97M-V/def2-TZVPD" s2=0.769 charge=+1 gap_ev="6.314 / 6.230" spin_multiplicity=2
Ti 0.16159 -0.05804 0.65243
C 0.28308 1.39935 -1.97066
N 0.56932 -0.00729 -1.53316
C -0.02899 -1.03917 -2.40975
C -1.51774 -1.04650 -2.36591
N -2.28832 -0.01197 -2.25164
C -3.58046 -0.54469 -2.25987
C -4.80309 0.11125 -2.12152
C -5.94774 -0.66113 -2.11061
C -5.88669 -2.06291 -2.24611
C -4.68278 -2.72584 -2.39080
C -3.54043 -1.92875 -2.38665
N -2.18745 -2.23414 -2.45512
C 0.52726 2.27189 -0.75559
N -0.34885 1.74833 0.31829
C -0.89044 2.88650 0.97559
C -1.61416 2.93415 2.14070
C -2.02667 4.18816 2.60940
C -1.70848 5.33440 1.89805
C -0.98700 5.26977 0.69824
C -0.59468 4.02684 0.24824
N 0.07434 3.65145 -0.93574
H 0.89057 1.67533 -2.82867
H -0.76942 1.47152 -2.22167
H 1.57301 -0.16185 -1.60728
H 0.31748 -0.88872 -3.43329
H 0.35609 -1.99835 -2.06744
H -4.84138 1.18946 -2.02048
H -6.91376 -0.18430 -2.00260
H -6.80679 -2.63415 -2.24153
H -4.63793 -3.80380 -2.49337
H -1.77626 -3.15152 -2.45255
H -1.86158 2.02711 2.68338
H -2.60053 4.25741 3.52511
H -2.03251 6.29894 2.26767
H -0.76325 6.16933 0.13684
H 0.74857 4.29565 -1.32110
C 5.17496 -2.95952 0.33283
C 4.23297 -3.91474 0.70696
C 2.89186 -3.58357 0.82382
C 2.48912 -2.28449 0.55310
C 3.42125 -1.32183 0.20513
C 4.76671 -1.65924 0.08887
N 1.10297 -1.86731 0.66472
N 0.26601 -2.86650 0.64752
C -1.07050 -2.50281 0.83144
C -1.99510 -3.55976 0.91678
C -3.31557 -3.27671 1.16136
C -3.74827 -1.94181 1.30229
C -2.85263 -0.90605 1.20055
C -1.48413 -1.16181 0.97890
H 6.21944 -3.22975 0.24527
H 4.54497 -4.93046 0.91658
H 2.16178 -4.32300 1.11878
H 3.12409 -0.28666 0.03284
H 5.48590 -0.89858 -0.18853
H -1.64167 -4.58026 0.81175
H -4.03486 -4.08244 1.23906
H -4.79839 -1.73406 1.47116
H -3.20977 0.11313 1.28086
C 4.34177 2.41218 -1.02954
C 4.77416 2.22722 0.27664
C 3.83933 2.04503 1.27455
C 2.46316 2.02829 1.01319
C 2.01582 2.21319 -0.30794
C 2.98548 2.40887 -1.30087
C 1.67437 1.79368 2.28805
C 1.78640 2.75099 3.31149
C 1.17351 2.51917 4.50417
C 0.51609 1.29783 4.73335
C -0.08432 0.98351 5.98025
C -0.66179 -0.23028 6.17776
C -0.64820 -1.19490 5.13729
C -0.09664 -0.91338 3.92529
C 0.47699 0.35759 3.69592
N 1.00567 0.66224 2.45361
H 5.05777 2.56440 -1.82828
H 5.82958 2.22533 0.51749
H 4.17375 1.89393 2.29503
H 2.66603 2.57617 -2.32350
H 2.32393 3.66800 3.11565
H 1.19753 3.26481 5.29268
H -0.06073 1.72689 6.76859
H -1.11578 -0.47012 7.13041
H -1.07482 -2.17617 5.30779
H -0.07971 -1.65408 3.14100

***

Record 2
14
Properties=species:S:1:pos:R:3 method="wB97M-V/def2-TZVPD" charge=-1 gap_ev=7.508
O -1.19389 0.85605 -1.44899
C -0.78461 1.30205 -0.33171
C 0.65000 1.72732 -0.19667
H -1.41965 1.52938 0.51870
H 1.19250 1.07074 0.46482
H 0.76633 2.74482 0.19493
H 1.11260 1.66529 -1.18151
N 0.33686 -1.64172 -0.58651
C -0.06047 -1.44584 0.85774
O -0.79289 -0.33816 1.18374
H 0.15718 -2.59567 -0.92597
H -0.32933 -1.06494 -1.05988
H -0.57065 -2.40184 1.12536
H 0.93602 -1.40750 1.38595

***

Record 3
12
Properties=species:S:1:pos:R:3 method="wB97M-V/def2-TZVPD" s2=2.027 gap_ev="7.926 / 8.361" spin_multiplicity=3
C 2.64873 -0.21753 -0.68207
C 1.60839 -0.11244 0.01830
C -0.45888 1.05434 0.66094
C 0.37677 -0.22860 0.69318
N -0.62494 -1.24146 -1.06684
F 0.35378 -1.25828 1.59910
H 3.50057 -0.01290 -1.27978
H -1.47758 0.74893 0.60749
H -0.27326 1.56760 1.62432
H -0.19515 1.52081 -0.21539
H -0.35105 -2.16800 -0.76960
H -1.60409 -1.35621 -0.79670

***

Record 4
23
Properties=species:S:1:pos:R:3 method="wB97M-V/def2-TZVPD" s2=8.756 charge=+1 gap_ev="4.111 / 7.268" spin_multiplicity=6
C -0.07170 2.08861 1.67880
C -0.59617 1.37013 0.66181
H 0.99947 2.29681 1.72641
H -0.71494 2.66017 2.35131
H 0.03793 0.99620 -0.14541
H -1.67420 1.34898 0.48748
H -0.32694 0.47119 2.01093
O 6.52435 -1.51550 2.04250
C 5.38638 -1.38498 1.51758
O 5.24487 -1.30039 0.26843
O 4.33747 -1.37253 2.33284
C 3.03831 -1.25354 1.75402
C 2.02856 -1.33678 2.88673
C 0.62852 -1.44723 2.44205
C -0.42720 -0.72574 2.95085
Fe 7.21502 -1.42499 0.16735
H 2.88213 -2.06369 1.02926
H 2.95833 -0.29308 1.22829
H 2.16068 -0.53514 3.62595
H 2.17646 -2.29875 3.42509
H 0.43354 -2.11352 1.59308
H -1.43441 -1.11015 2.76527
H -0.31711 -0.27611 3.94225

***

Record 5
168
Properties=species:S:1:pos:R:3 method="wB97M-V/def2-TZVPD" gap_ev=8.007 smiles=CC1(C)CCCC(C)(C)N1O.CC1(C)CCCC(C)(C)N1O.COCCNCCOC.COCCNCCOC.COCCNCCOC.COCCNCCOC.CO.CO
C -0.39700 -0.42231 0.88259
C -0.55847 -0.18819 -0.60742
C -0.15913 1.26579 -1.05509
C 0.33927 -1.29151 -1.34708
C 0.02852 -1.57126 -2.78880
C -1.42095 -1.90260 -2.90634
C -2.40044 -0.82500 -2.28861
C -2.45553 0.46914 -3.20863
C -3.71710 -1.59302 -2.09343
N -1.98816 -0.45480 -0.92524
O -2.84767 0.35223 -0.21329
H 0.66128 -0.35938 1.13594
H -1.05655 0.19495 1.49257
H -0.67619 -1.44297 1.14415
H -0.84749 1.90982 -0.50785
H 0.85676 1.51439 -0.74806
H -0.24578 1.39116 -2.13439
H 1.40532 -1.08755 -1.24691
H 0.12945 -2.27292 -0.92176
H 0.19189 -0.64234 -3.33518
H 0.67694 -2.33618 -3.21606
H -1.67758 -2.87235 -2.47995
H -1.54658 -1.98241 -3.98613
H -2.78051 1.36900 -2.68638
H -3.17799 0.39034 -4.02099
H -1.56273 0.70472 -3.78786
H -3.72570 -2.31228 -1.27447
H -3.93081 -2.08990 -3.03976
H -4.59060 -0.95881 -1.94222
H -3.11481 -0.21119 0.51664
C -3.50044 7.40654 2.72193
C -3.65983 6.25887 1.61643
C -4.34068 6.74518 0.32134
C -2.19138 5.82790 1.08679
C -1.37295 5.03384 2.17622
C -2.18284 3.82103 2.60936
C -3.68720 4.02772 2.93349
C -4.36714 2.63526 2.73674
C -3.78187 4.37946 4.46835
N -4.38082 5.06566 2.12704
O -5.67316 5.27921 2.45594
H -3.18044 8.33338 2.24583
H -4.45658 7.62667 3.19673
H -2.83473 7.18537 3.55621
H -4.40621 5.83006 -0.26719
H -5.34912 7.10163 0.53132
H -3.81205 7.61837 -0.06101
H -2.33873 5.24741 0.17606
H -1.67531 6.77981 0.96177
H -0.47490 4.68765 1.66460
H -0.98309 5.64059 2.99351
H -1.67267 3.46474 3.50429
H -2.04010 2.95465 1.96352
H -5.40109 2.57074 3.07570
H -3.93662 1.86037 3.37101
H -4.34957 2.20082 1.73722
H -3.16085 3.67032 5.01568
H -4.79595 4.36151 4.86763
H -3.29955 5.31008 4.76736
H -6.16245 5.08496 1.65316
C 3.07814 -3.53494 -1.75105
O 4.48994 -3.72756 -1.44339
C 5.12839 -2.54721 -0.88817
C 6.63477 -2.71672 -0.69926
N 7.29322 -2.46651 -1.91636
C 8.78920 -2.38123 -1.79190
C 9.34135 -3.70505 -1.38020
O 9.61415 -3.72050 0.01179
C 9.99865 -4.97951 0.60982
H 2.53512 -3.33563 -0.82719
H 2.73600 -4.49261 -2.14335
H 2.73792 -2.75718 -2.43474
H 4.61140 -2.36182 0.05335
H 4.98395 -1.60818 -1.42245
H 6.76504 -3.69018 -0.22651
H 6.93478 -1.99343 0.05900
H 6.89515 -2.52752 -2.84260
H 9.14919 -1.57143 -1.15729
H 9.22730 -2.21969 -2.77683
H 10.23460 -3.96093 -1.95004
H 8.69831 -4.57642 -1.50394
H 10.24043 -4.62267 1.61098
H 10.91149 -5.37856 0.16757
H 9.12024 -5.62386 0.57357
C 3.47609 5.37427 1.49312
O 4.82295 5.43316 2.03835
C 4.87405 6.15472 3.29105
C 4.40479 5.19628 4.43265
N 2.97855 4.87289 4.33393
C 2.50811 4.26333 5.50791
C 1.00886 3.90726 5.43683
O 0.65153 3.13950 4.31471
C 1.07587 1.76850 4.14069
H 3.33260 4.30662 1.65933
H 3.53265 5.61202 0.43087
H 2.69612 5.99981 1.92724
H 4.19200 7.00411 3.32916
H 5.88746 6.44808 3.56496
H 4.61261 5.58369 5.43006
H 4.92243 4.24334 4.32280
H 2.94426 4.14895 3.63050
H 2.65889 4.92210 6.36312
H 2.93244 3.28478 5.73261
H 0.39860 4.80984 5.40458
H 0.74319 3.38461 6.35572
H 2.10798 1.67634 4.47885
H 1.02443 1.39277 3.11879
H 0.55214 1.04377 4.76404
C -4.98799 0.17011 -5.80277
O -4.54124 -0.94567 -6.53013
C -4.02655 -0.66428 -7.83810
C -3.89661 -2.06652 -8.45188
N -2.74601 -2.94650 -8.14590
C -2.63256 -3.21949 -6.70453
C -1.22630 -3.86886 -6.51637
O -0.26710 -2.94342 -6.88912
C 1.08873 -3.41179 -6.76260
H -5.93386 0.60529 -6.12536
H -4.38394 1.07577 -5.74802
H -5.07884 -0.18906 -4.77767
H -3.02311 -0.24781 -7.92616
H -4.71023 -0.04453 -8.41827
H -3.93601 -1.95302 -9.53524
H -4.83187 -2.52794 -8.13490
H -1.83767 -2.61483 -8.43746
H -3.41222 -3.89327 -6.34923
H -2.69188 -2.27289 -6.16737
H -1.04232 -4.72489 -7.16557
H -1.08810 -4.23144 -5.49777
H 1.36555 -4.21186 -7.44915
H 1.24333 -3.64883 -5.70998
H 1.71988 -2.53237 -6.89056
C -3.26936 -5.95240 -0.67978
O -3.04859 -5.16564 0.50057
C -1.85141 -4.37705 0.45383
C -1.44876 -4.00146 1.94357
N -1.17926 -5.31076 2.71280
C -0.86724 -4.96633 4.10519
C 0.31526 -4.03583 4.32824
O 0.09863 -2.66937 3.88479
C 1.26296 -1.86286 3.82580
H -3.77666 -5.25034 -1.34150
H -3.83858 -6.87417 -0.55967
H -2.36654 -6.27813 -1.19641
H -2.15092 -3.45285 -0.04037
H -1.01115 -4.92755 0.03072
H -2.20247 -3.29140 2.28392
H -0.55245 -3.39236 1.82648
H -1.99334 -5.89256 2.57542
H -0.56364 -5.85635 4.65636
H -1.72163 -4.49698 4.59288
H 1.05521 -4.38828 3.60966
H 0.59574 -3.92188 5.37535
H 2.02301 -2.36610 3.22814
H 1.73346 -1.67057 4.79004
H 0.88725 -0.95797 3.34818
C 3.78738 0.54384 1.29304
O 3.34961 -0.56576 1.90751
H 4.59360 1.00365 1.86460
H 3.94891 0.44429 0.21968
H 2.94129 1.18880 1.53025
H 3.91527 -0.70626 2.67033
C -5.57788 -1.74659 1.49527
O -4.49565 -0.91413 1.79053
H -5.66522 -2.70933 1.99886
H -6.54292 -1.31491 1.76069
H -5.65827 -1.85821 0.41399
H -4.27861 -0.92403 2.72562

***

Record 6
62
Properties=species:S:1:pos:R:3 method="wB97M-V/def2-TZVPD" gap_ev=9.569 smiles="Cc1cccc(Cc2nnc(CCC(=O)N3CCC[C@@H](CN4CCOCC4)C3)o2)c1"
C 3.12623 -3.61133 -2.46946
C 1.97363 -3.03619 -3.23417
C 2.15291 -2.44106 -4.47500
C 1.07182 -1.92736 -5.17197
C -0.20087 -1.99941 -4.63728
C -0.39575 -2.58915 -3.39407
C -1.78878 -2.66119 -2.80830
C -2.39610 -1.31032 -2.76859
N -3.16991 -0.77271 -3.64965
N -3.45550 0.47689 -3.22343
C -2.84202 0.64900 -2.10096
C -2.85624 1.85871 -1.24581
C -2.22678 1.59760 0.11955
C -2.33158 2.83757 1.00246
O -2.88528 3.85153 0.62277
N -1.80927 2.72640 2.24670
C -1.74020 3.89555 3.10243
C -0.30150 4.40949 3.19517
C 0.64951 3.29437 3.63243
C 0.49522 2.10093 2.69101
C 1.41221 0.92829 3.04432
N 1.19453 -0.17639 2.12525
C 1.56744 -1.47120 2.66633
C 1.12600 -2.55564 1.68222
O 1.71653 -2.37879 0.41686
C 1.39973 -1.10765 -0.10290
C 1.85354 0.00267 0.84250
C -0.97141 1.65170 2.71814
O -2.13897 -0.45730 -1.74542
C 0.68971 -3.10267 -2.70455
H 3.18553 -4.68650 -2.64113
H 2.99170 -3.44767 -1.40242
H 4.06618 -3.16632 -2.78766
H 3.14483 -2.37828 -4.89954
H 1.22338 -1.46698 -6.13718
H -1.04822 -1.59799 -5.17337
H -2.42192 -3.29052 -3.43663
H -1.74975 -3.07324 -1.79873
H -3.88745 2.19835 -1.13134
H -2.32154 2.66447 -1.75527
H -1.17743 1.32319 -0.00745
H -2.74284 0.76879 0.61014
H -2.39426 4.65774 2.67695
H -2.10611 3.61962 4.09711
H -0.26004 5.24068 3.89984
H 0.00210 4.78113 2.21448
H 1.67931 3.65674 3.62105
H 0.41351 2.98563 4.65376
H 0.72478 2.43987 1.67574
H 1.16779 0.58184 4.05186
H 2.46349 1.26197 3.04740
H 1.05807 -1.62087 3.62040
H 2.65713 -1.54971 2.82757
H 1.43399 -3.54299 2.03079
H 0.02958 -2.52493 1.58814
H 1.90562 -1.03166 -1.06647
H 0.31296 -1.02998 -0.25777
H 1.57960 0.96854 0.41757
H 2.95284 -0.03522 0.94710
H -1.09235 0.75051 2.12344
H -1.25911 1.42050 3.75025
H 0.54978 -3.55904 -1.73520